Below is a molecular structure, C50H30AuCl4N5O3S, with properties calculated with the ωB97M-V functional and the def2-TZVPD basis.

Properties
Total energy = -130546.386 eV
Largest force on an atom = 2.3 eV/Å
Kohn-Sham gap (spin up / spin down) = 4.438 / 4.472 eV
HOMO energy (spin up / spin down) = -7.3570 / -7.3570 eV
E_LUMO (spin up / spin down) = -0.1073 / -0.1060 hartree
Energy above the lowest of the compared OMol25 structures with the same formula, charge and spin = 198.42 kJ/mol

```
! RIJCOSX wB97M-V def2-TZVPD def2/J DEFGRID3
* xyz 0 1
Au -0.735 -0.673 0.240
Cl -7.955 -6.471 0.702
C -6.558 -5.463 0.769
C -5.850 -5.193 -0.392
C -4.734 -4.381 -0.333
C -4.326 -3.810 0.873
C -5.045 -4.104 2.031
C -6.152 -4.930 1.982
C -3.165 -2.900 0.862
C -3.332 -1.580 1.319
C -4.469 -1.037 1.944
C -4.109 0.199 2.438
C -2.765 0.418 2.090
C -1.940 1.575 2.337
C -1.864 2.269 3.599
C -2.820 2.198 4.627
C -2.648 2.880 5.813
C -1.507 3.648 6.025
Cl -1.297 4.497 7.508
C -0.512 3.688 5.053
C -0.691 3.003 3.873
C -1.163 2.043 1.261
N -0.693 1.264 0.254
C -0.100 2.076 -0.685
C 0.730 1.641 -1.708
C 1.108 2.587 -2.781
C 2.389 3.108 -2.933
C 2.680 3.954 -3.989
C 1.695 4.272 -4.912
Cl 2.059 5.333 -6.225
C 0.413 3.763 -4.773
C 0.124 2.931 -3.708
C 1.265 0.338 -1.723
C 2.402 -0.105 -2.434
C 2.680 -1.379 -2.003
C 1.672 -1.736 -1.079
N 0.827 -0.681 -0.917
C 1.475 -3.017 -0.517
C 0.231 -3.440 -0.066
C -0.188 -4.784 0.183
C -1.524 -4.756 0.435
C -1.929 -3.387 0.446
N -0.842 -2.612 0.131
C 2.624 -3.942 -0.503
C 2.646 -5.103 -1.269
C 3.717 -5.973 -1.198
C 4.775 -5.687 -0.347
Cl 6.101 -6.788 -0.235
C 4.782 -4.525 0.410
C 3.715 -3.652 0.315
C -0.281 3.431 -0.275
C -0.882 3.410 0.946
N -2.318 -0.649 1.374
H -6.175 -5.609 -1.332
H -4.187 -4.164 -1.238
H -4.724 -3.702 2.980
H -6.703 -5.158 2.881
H -5.428 -1.509 2.011
H -4.765 0.892 2.924
H -3.707 1.601 4.508
H -3.400 2.820 6.584
H 0.397 4.240 5.232
H 0.113 2.978 3.155
H 3.158 2.870 -2.214
H 3.671 4.362 -4.101
H -0.352 4.010 -5.491
H -0.874 2.527 -3.602
H 2.957 0.472 -3.147
H 3.475 -2.016 -2.335
H 0.452 -5.642 0.157
H -2.168 -5.588 0.646
H 1.824 -5.315 -1.936
H 3.741 -6.868 -1.800
H 5.614 -4.307 1.063
H 3.721 -2.745 0.903
H 0.079 4.279 -0.825
H -1.161 4.251 1.548
N 0.932 -1.198 2.235
C 1.680 -0.201 2.893
C 2.656 0.517 2.199
C 3.432 1.447 2.872
C 3.191 1.665 4.206
C 2.212 1.008 4.907
C 1.438 0.076 4.237
S 4.345 2.764 5.125
O 3.574 3.142 6.287
O 4.636 3.818 4.180
O 5.403 1.792 5.339
H 1.528 -1.822 1.699
H 0.369 -1.728 2.894
H 2.811 0.335 1.143
H 4.210 2.007 2.382
H 2.068 1.227 5.952
H 0.654 -0.453 4.760
*
```

Below is a molecular structure, C50H30I4N4Re, with properties calculated with the ωB97M-V functional and the def2-TZVPD basis.

Properties
Total energy = -92816.977 eV
Expectation value of S² = 0.79
Largest force on an atom = 0.8 eV/Å
Kohn-Sham gap (spin up / spin down) = 5.287 / 5.140 eV
HOMO energy (spin up / spin down) = -12.4834 / -12.5328 eV
E_LUMO (spin up / spin down) = -0.2645 / -0.2717 hartree

```
! RIJCOSX wB97M-V def2-TZVPD def2/J DEFGRID3
* xyz 2 2
Re -0.204 0.200 0.320
I -6.537 -7.276 -0.612
C -5.158 -5.723 -0.505
C -5.518 -4.520 0.088
C -4.598 -3.485 0.150
C -3.313 -3.647 -0.361
C -2.963 -4.862 -0.947
C -3.882 -5.896 -1.026
C -2.323 -2.540 -0.294
C -1.178 -2.721 0.445
C -0.957 -3.871 1.256
C 0.228 -3.711 1.875
C 0.778 -2.466 1.456
C 2.006 -2.005 1.894
C 2.844 -2.882 2.756
C 3.220 -2.472 4.032
C 4.006 -3.284 4.835
C 4.437 -4.513 4.352
I 5.624 -5.732 5.549
C 4.082 -4.930 3.076
C 3.283 -4.118 2.286
C 2.516 -0.772 1.519
N 1.827 0.169 0.777
C 2.760 1.171 0.536
C 2.562 2.269 -0.269
C 3.660 3.268 -0.387
C 3.999 4.069 0.697
C 5.028 4.994 0.598
C 5.730 5.111 -0.593
I 7.278 6.493 -0.751
C 5.409 4.309 -1.682
C 4.373 3.395 -1.578
C 1.409 2.439 -1.026
C 1.220 3.547 -1.877
C 0.000 3.416 -2.462
C -0.584 2.238 -1.962
N 0.284 1.602 -1.061
C -1.855 1.813 -2.335
C -2.380 0.612 -1.902
C -3.597 0.051 -2.392
C -3.706 -1.185 -1.851
C -2.577 -1.367 -1.002
N -1.762 -0.258 -1.017
C -2.638 2.653 -3.282
C -2.809 2.245 -4.602
C -3.532 3.028 -5.491
C -4.092 4.222 -5.055
I -5.182 5.396 -6.383
C -3.927 4.638 -3.741
C -3.195 3.856 -2.861
C 4.004 0.851 1.162
C 3.853 -0.348 1.764
N -0.106 -1.829 0.576
H -6.510 -4.389 0.498
H -4.883 -2.547 0.614
H -1.971 -4.994 -1.362
H -3.606 -6.829 -1.498
H -1.642 -4.696 1.352
H 0.696 -4.382 2.576
H 2.893 -1.510 4.412
H 4.280 -2.960 5.829
H 4.429 -5.881 2.696
H 3.019 -4.442 1.286
H 3.454 3.978 1.630
H 5.279 5.621 1.442
H 5.964 4.394 -2.607
H 4.126 2.764 -2.424
H 1.941 4.336 -2.013
H -0.470 4.067 -3.180
H -4.259 0.531 -3.091
H -4.469 -1.923 -2.030
H -2.367 1.317 -4.944
H -3.653 2.709 -6.517
H -4.365 5.568 -3.404
H -3.066 4.187 -1.836
H 4.894 1.455 1.097
H 4.597 -0.922 2.290
C -1.404 -0.194 2.620
C -0.309 0.447 3.242
C 0.086 1.708 2.828
C -0.559 2.299 1.732
C -1.699 1.714 1.151
C -2.157 0.455 1.625
H -1.701 -1.180 2.951
H 0.225 -0.068 4.029
H 0.925 2.201 3.298
H -0.215 3.253 1.353
H -2.271 2.248 0.405
H -3.077 0.022 1.262
*
```